The following is a quantum chemistry calculation of a cluster of 9 separate species, C32H43Cl14NO2 in total, from OMol25.

Geometry as XYZ:
```
92
Properties=species:S:1:pos:R:3:forces:R:3
O -7.168037 -4.977599 6.524764 0.321 0.119 -0.579
C -6.177547 -4.872309 5.830274 0.116 -0.863 -0.206
C -5.018827 -4.019259 6.260274 0.918 -0.831 -2.019
C -5.140927 -3.175609 7.302084 -0.009 1.624 2.414
C -4.102547 -2.337929 7.759074 0.492 -0.715 -1.151
C -2.887307 -2.351139 7.069304 -1.405 0.037 0.170
C -2.789437 -3.166299 5.930594 1.433 0.601 0.609
C -3.778627 -4.014289 5.540964 -1.607 -0.879 -1.004
C -3.602187 -4.846909 4.248524 0.116 -0.254 0.400
O -2.549657 -4.851999 3.627154 -1.167 0.097 0.621
C -4.813147 -5.668809 3.794894 0.273 -0.461 -0.731
C -4.730447 -6.424509 2.571314 -1.036 -0.286 1.122
C -5.853507 -7.134139 2.075424 0.398 0.845 1.242
C -7.076497 -7.024299 2.775204 1.184 0.063 -0.593
C -7.120977 -6.295769 3.935694 -0.679 0.346 0.609
C -6.018077 -5.678929 4.525824 0.408 1.111 -0.282
H -6.035457 -3.090649 7.901244 -0.421 -0.421 -0.340
H -4.273367 -1.693569 8.608784 0.058 0.002 0.034
H -2.113557 -1.669879 7.391174 0.291 -0.165 -0.206
H -1.868467 -3.146319 5.366834 0.051 -0.086 -0.175
H -3.763577 -6.545979 2.105684 0.014 0.303 -0.158
H -5.766157 -7.746469 1.190094 0.025 0.049 -0.074
H -8.007767 -7.462429 2.447814 0.143 -0.160 -0.338
H -8.112577 -6.140429 4.334454 0.088 -0.067 0.630
C 0.475533 -1.179009 -2.252726 2.879 0.911 0.415
C -0.599857 -0.989809 -1.256736 -3.295 -0.512 -1.359
C -0.431057 -0.110509 -0.018936 2.040 0.811 -1.216
C 0.191543 1.204451 -0.481606 -1.563 -2.366 1.132
N 0.655973 2.162771 -0.876206 0.669 1.351 -0.517
H 1.258963 -1.739589 -1.742736 0.324 -0.416 -0.418
H 0.965513 -0.227769 -2.460516 0.015 0.307 -0.012
H 0.319333 -1.572489 -3.257146 -0.826 -0.436 0.468
H -1.009377 -1.981009 -1.062016 0.153 -0.074 0.943
H -1.434867 -0.595869 -1.836086 -0.331 0.522 0.111
H 0.351783 -0.569699 0.584714 -0.251 0.058 0.550
H -1.349477 0.078391 0.536874 0.181 -0.155 -0.105
Cl 6.774513 -5.164609 0.315334 0.230 0.126 0.180
C 8.071793 -6.343879 0.161034 0.447 -2.514 -0.006
C 8.389343 -7.180839 1.447134 -1.199 1.048 -0.678
Cl 9.611483 -6.316929 2.334544 0.812 0.187 0.888
H 8.990923 -5.944689 -0.267856 -0.236 0.460 0.302
H 7.756753 -7.118449 -0.538176 -0.405 0.309 -0.325
H 8.687893 -8.212709 1.262164 0.315 0.280 -0.378
H 7.490063 -7.241509 2.060074 0.035 0.107 0.015
Cl 1.970833 10.580901 -3.987116 -0.889 0.413 -0.222
C 3.198533 9.634551 -3.217006 1.584 -0.604 0.474
C 4.417613 9.518511 -4.118036 0.136 -0.116 -0.516
Cl 5.404163 11.008671 -4.062376 0.056 -0.029 0.043
H 2.864123 8.635421 -2.937666 -0.375 0.075 -0.274
H 3.525383 10.119191 -2.297006 -0.243 0.096 -0.006
H 4.148593 9.394141 -5.166976 -0.216 0.011 0.131
H 5.064603 8.675431 -3.875736 -0.052 0.149 0.374
Cl 1.894503 4.178871 6.030914 -1.336 -0.130 0.542
C 3.511283 3.901461 5.445494 0.840 0.699 0.257
C 4.503703 4.097631 6.645164 0.360 -0.961 -0.701
Cl 4.432243 2.672871 7.738324 -0.439 -0.065 0.188
H 3.554643 4.629791 4.635714 0.913 0.228 0.275
H 3.536053 2.937771 4.936774 0.335 -0.165 0.603
H 4.351723 4.979771 7.267124 -0.448 -0.048 -0.397
H 5.566433 4.043741 6.408924 -0.230 0.440 -0.774
Cl -2.034207 -7.788229 -11.447706 0.745 -0.626 -0.939
C -3.622277 -7.210759 -10.941556 0.578 -0.741 0.852
C -3.605077 -7.408019 -9.428746 -1.423 0.710 1.048
Cl -2.698787 -6.059039 -8.724976 0.366 0.255 0.463
H -4.421287 -7.777769 -11.419236 0.173 0.113 -0.101
H -3.563647 -6.165779 -11.245986 -0.807 -0.095 0.391
H -3.272517 -8.318499 -8.930216 0.856 -0.250 -1.148
H -4.581107 -7.377799 -8.944446 -0.488 0.635 -0.565
Cl -5.010447 9.854931 3.874434 0.397 -0.122 -0.026
C -3.467417 8.903581 3.969814 -0.228 0.778 0.173
C -2.866877 8.662111 2.592524 -0.892 -1.578 0.102
Cl -1.657187 9.807811 2.123094 0.659 0.906 -0.192
H -3.729607 8.023361 4.556804 0.173 -0.154 -0.473
H -2.773247 9.505111 4.556664 -0.116 -0.057 0.021
H -3.623327 8.620321 1.808844 -0.100 0.215 0.199
H -2.396807 7.679021 2.567024 0.111 0.010 0.196
Cl -3.831107 6.022871 -5.806196 0.389 -0.660 0.142
C -2.463707 4.990121 -5.210536 0.841 1.319 0.534
C -1.420537 4.660941 -6.300196 -1.344 -0.147 0.781
Cl -2.343307 3.761541 -7.507346 0.170 -0.593 -0.853
H -2.802267 4.119871 -4.648266 -0.380 -0.147 -0.706
H -2.037267 5.623971 -4.433046 0.364 0.048 -0.138
H -0.678057 3.988001 -5.871266 0.081 0.182 -0.096
H -0.970277 5.517611 -6.801676 -0.115 -0.006 0.350
Cl 8.005183 3.194511 -2.245176 -0.101 -0.105 -0.506
C 8.250323 1.659271 -3.193926 -0.079 0.424 0.743
C 7.183913 1.484251 -4.250006 -0.818 0.396 -0.215
Cl 7.270133 -0.161619 -4.982076 0.153 0.593 0.116
H 8.205023 0.922781 -2.391646 0.079 -0.292 -0.532
H 9.250703 1.742401 -3.618686 -0.180 -0.236 0.022
H 7.206553 2.269241 -5.005896 0.757 -0.325 -0.355
H 6.156033 1.624451 -3.915486 0.184 -0.456 0.731
```
Forces are in eV/Å.

Summary:
**Multiplicity**: 1
**E_LUMO**: -1.093 eV
**Structure (SMILES)**: O=C1c2ccccc2C(=O)c2ccccc21.CCCC#N.ClCCCl.ClCCCl.ClCCCl.ClCCCl.ClCCCl.ClCCCl.ClCCCl
**HOMO**: -9.91 eV

The following is a quantum chemistry calculation of a structure of composition C21H25N3O3Tc, from OMol25.

Geometry as XYZ:
```
53
Properties=species:S:1:pos:R:3:forces:R:3
Tc -0.052413 0.043403 0.236616 -0.533 -0.764 1.570
C 0.242916 2.224814 1.893581 -0.798 1.402 0.962
N 0.631049 2.122929 0.447114 -0.902 -0.552 1.594
C 2.074004 2.381001 0.329695 0.496 0.070 -0.288
C 3.046096 1.185022 0.472330 -0.107 -0.173 -0.244
C 2.834577 0.089108 1.521372 -0.101 0.393 0.043
N 1.557387 -0.628140 1.395940 0.180 -0.107 0.298
C 1.328428 -1.565526 2.244881 -0.150 -0.209 -0.115
C 0.141638 -2.391706 2.335571 0.011 0.184 -0.152
C -0.014989 -3.137367 3.513865 -0.065 -0.085 -0.048
C -1.105589 -3.950827 3.709932 -0.021 -0.036 0.088
C -2.071411 -4.037430 2.701058 0.067 0.046 -0.037
C -1.941656 -3.329685 1.529312 -0.062 -0.131 -0.087
C -0.840002 -2.485449 1.295160 0.633 -0.106 0.153
O -0.727185 -1.860957 0.161405 -0.329 -0.492 -0.312
C -0.182043 3.073171 -0.338215 0.221 0.303 -0.508
C -1.703565 3.091827 -0.129390 -0.124 -0.321 0.192
C -2.466930 1.732653 -0.203419 0.059 0.283 0.055
N -1.636252 0.735817 -0.865464 -0.119 0.143 -0.678
C -1.783467 0.516034 -2.117746 0.056 -0.057 -0.107
C -0.850607 -0.196976 -2.975566 -0.023 0.047 0.121
C -1.309569 -0.515692 -4.262589 0.107 -0.052 -0.053
C -0.495950 -1.120528 -5.192325 -0.073 -0.031 -0.065
C 0.824357 -1.408696 -4.843834 -0.007 0.001 0.101
C 1.304955 -1.094521 -3.592660 0.174 -0.051 -0.066
C 0.497722 -0.483969 -2.621363 -0.297 -0.094 0.204
O 1.016351 -0.209167 -1.437460 -0.054 0.245 -0.760
H 0.053140 3.254721 2.236449 0.392 0.219 -0.499
H -0.680501 1.592117 2.050463 1.280 1.707 0.366
H 1.004927 1.833377 2.563426 0.162 -0.232 -0.315
H 2.274815 2.798278 -0.660041 -0.140 -0.049 -0.049
H 2.341983 3.172679 1.038695 -0.076 -0.046 0.078
H 3.151615 0.696138 -0.496492 -0.219 0.009 -0.032
H 4.019714 1.637689 0.679015 0.021 -0.049 0.042
H 3.643270 -0.636971 1.415265 0.078 0.077 -0.021
H 2.925074 0.529953 2.520245 -0.119 -0.119 0.071
H 2.086113 -1.770598 3.006998 0.039 0.018 -0.025
H 0.741051 -3.057067 4.287874 0.025 0.003 -0.024
H -1.215839 -4.512240 4.627551 -0.006 0.005 0.001
H -2.938986 -4.671880 2.836973 0.005 -0.003 0.035
H -2.689783 -3.403186 0.750733 0.020 0.027 -0.022
H 0.194393 4.084567 -0.134755 -0.093 0.032 0.020
H 0.005747 2.888900 -1.399493 0.186 -0.178 0.063
H -1.939054 3.591402 0.810596 -0.060 -0.105 0.047
H -2.102706 3.731206 -0.919512 0.160 0.087 -0.019
H -2.698072 1.381739 0.798395 0.133 -0.144 -0.007
H -3.418324 1.862513 -0.726222 0.090 0.039 -0.171
H -2.654938 0.937094 -2.624599 -0.017 0.040 0.043
H -2.338411 -0.287070 -4.517889 0.004 0.038 0.011
H -0.875201 -1.373274 -6.172926 0.003 0.010 -0.002
H 1.481967 -1.893783 -5.554323 -0.018 0.011 -0.028
H 2.324490 -1.333220 -3.317954 0.001 0.040 0.025
O -1.014334 0.167774 1.693730 -0.092 -1.291 -1.448
```
Forces are in eV/Å.

Summary:
**Expectation value of S²**: 0.76
**Multiplicity**: 2
**E_LUMO (spin up / spin down)**: 0.318 / 0.258 eV
**HOMO (spin up / spin down)**: -7.00 / -7.00 eV
**Relative energy (zero: lowest compared OMol25 entry of this formula, charge and spin)**: 163.2 kJ/mol

Calculated F_max (eV Å⁻¹), listed in the same order as above: 3.601; 2.165
Calculated DFT total energy (Eh), listed in the same order as above: -7892.9980; -1285.9916